Formula: C17H36N7O5P2SbSe4V
Source: the OMol25 dataset
Level of theory: ωB97M-V/def2-TZVPD

ORCA input file:
```
! RIJCOSX wB97M-V def2-TZVPD def2/J DEFGRID3
* xyz 0 4
V 1.086 0.315 -0.690
C -0.726 2.592 -4.345
N 0.304 1.636 -3.971
C 1.284 1.380 -5.020
P 0.119 0.472 -2.839
O 1.416 -0.059 -2.365
O -0.748 1.311 -1.737
P -1.302 0.470 -0.464
O -0.349 -0.549 0.023
N -1.726 1.633 0.593
C -1.987 1.211 1.963
C -2.124 2.984 0.254
N -2.646 -0.320 -1.071
C -3.090 -1.485 -0.307
C -3.735 0.562 -1.463
N -0.812 -0.812 -3.256
C -1.921 -0.652 -4.175
C -0.373 -2.186 -3.070
H -1.228 2.297 -5.272
H -0.255 3.564 -4.505
H -1.469 2.697 -3.557
H 0.816 0.956 -5.915
H 2.047 0.693 -4.658
H 1.772 2.318 -5.286
H -1.537 0.232 2.134
H -3.062 1.155 2.161
H -1.526 1.916 2.655
H -1.903 3.203 -0.789
H -1.572 3.692 0.876
H -3.196 3.126 0.422
H -2.229 -2.057 0.035
H -3.700 -2.122 -0.950
H -3.684 -1.200 0.569
H -3.344 1.409 -2.032
H -4.284 0.953 -0.598
H -4.434 0.010 -2.092
H -2.199 0.398 -4.252
H -2.783 -1.215 -3.811
H -1.660 -1.019 -5.173
H 0.471 -2.249 -2.387
H -0.062 -2.637 -4.016
H -1.191 -2.774 -2.647
N 2.563 2.299 2.689
C 1.926 2.271 1.526
O 0.824 1.719 1.368
C 2.594 2.898 0.318
C 2.035 2.172 -0.913
H 2.264 1.719 3.461
H 3.536 2.562 2.736
H 3.678 2.761 0.386
H 2.381 3.971 0.310
H 2.821 2.114 -1.679
H 1.206 2.761 -1.351
Se 5.006 -3.270 1.832
Sb 4.348 -0.919 1.898
Se 4.218 -0.265 4.274
Se 6.489 0.198 1.525
Se 2.729 -0.194 0.283
N 0.914 -4.588 6.029
C -0.082 -4.292 5.164
O -1.164 -4.843 5.140
C 0.287 -3.185 4.211
C 0.685 -3.477 2.914
C 1.064 -2.422 2.101
N 1.012 -1.149 2.481
C 0.608 -0.878 3.716
C 0.252 -1.861 4.624
H 0.771 -5.314 6.711
H 1.804 -4.123 5.986
H 0.754 -4.497 2.564
H 1.465 -2.594 1.103
H 0.590 0.172 3.989
H -0.036 -1.596 5.633
*
```

Computed properties:
HOMO energy (spin up / spin down)   -6.20 / -6.15 eV
Energy relative to the best compared isomer or geometry (same formula, charge and spin)   176.33 kcal/mol
Gap between HOMO and LUMO (spin up / spin down)   5.798 / 5.210 eV
Maximum force   8.7 eV/Å
LUMO level (spin up / spin down)   -0.398 / -0.940 eV
Calculated total energy   -351069.299 eV

Formula: C57H127N5O9
Source: the OMol25 dataset
Level of theory: ωB97M-V/def2-TZVPD

ORCA input file:
```
! RIJCOSX wB97M-V def2-TZVPD def2/J DEFGRID3
* xyz 0 1
C 6.868 1.791 6.015
C 6.256 1.838 7.482
C 6.386 3.253 8.119
C 4.710 1.563 7.373
C 4.294 0.078 7.412
C 5.030 -0.682 8.505
C 6.577 -0.559 8.449
C 7.023 -1.292 9.783
C 7.191 -1.385 7.262
N 6.943 0.849 8.425
O 8.374 0.989 8.461
H 6.715 0.795 5.598
H 6.449 2.608 5.428
H 7.955 1.834 6.080
H 7.420 3.586 8.207
H 5.842 3.911 7.442
H 5.925 3.268 9.107
H 4.118 2.115 8.104
H 4.350 1.907 6.404
H 3.220 -0.102 7.460
H 4.584 -0.436 6.495
H 4.631 -1.694 8.434
H 4.618 -0.332 9.451
H 8.081 -1.545 9.863
H 6.481 -2.196 10.061
H 6.801 -0.666 10.648
H 8.270 -1.270 7.159
H 6.829 -1.138 6.264
H 7.074 -2.402 7.636
H 8.506 1.203 9.387
C 1.890 1.601 0.041
C 1.930 0.020 -0.052
C 3.387 -0.479 -0.220
C 1.261 -0.419 1.287
C -0.238 -0.312 1.408
C -0.853 -1.105 0.257
C -0.329 -0.738 -1.126
C -0.609 -1.982 -2.057
C -1.097 0.475 -1.638
N 1.171 -0.653 -1.155
O 1.690 -0.235 -2.444
H 2.424 1.916 -0.856
H 0.905 2.056 0.144
H 2.501 1.930 0.882
H 3.439 -1.563 -0.118
H 4.019 -0.133 -1.037
H 3.963 -0.126 0.635
H 1.483 -1.452 1.554
H 1.653 0.182 2.108
H -0.628 -0.766 2.319
H -0.686 0.680 1.358
H -1.936 -0.992 0.215
H -0.692 -2.155 0.500
H 0.013 -2.841 -1.807
H -0.322 -1.767 -3.086
H -1.582 -2.472 -2.042
H -1.898 0.293 -2.355
H -0.455 1.058 -2.298
H -1.549 1.074 -0.848
H 1.962 -1.095 -2.771
C 1.176 7.058 -6.110
C 0.064 6.008 -5.713
C -0.152 5.979 -4.185
C -1.275 6.357 -6.383
C -1.324 6.056 -7.869
C -0.979 4.605 -8.129
C 0.350 4.130 -7.565
C 0.420 2.529 -7.573
C 1.534 4.717 -8.437
N 0.492 4.617 -6.171
O 1.621 4.142 -5.521
H 1.113 7.438 -7.130
H 1.150 7.884 -5.400
H 2.206 6.725 -5.991
H -0.272 7.002 -3.830
H -0.991 5.341 -3.909
H 0.723 5.591 -3.663
H -2.033 5.815 -5.817
H -1.664 7.368 -6.260
H -2.300 6.278 -8.299
H -0.643 6.769 -8.334
H -0.966 4.436 -9.206
H -1.792 4.029 -7.689
H 0.829 2.200 -8.528
H -0.572 2.120 -7.382
H 1.186 2.069 -6.949
H 1.521 4.416 -9.484
H 2.521 4.441 -8.068
H 1.467 5.805 -8.467
H 1.417 3.251 -5.229
C -9.051 -3.372 6.638
C -7.693 -2.569 6.507
C -7.442 -2.056 7.946
C -6.529 -3.575 6.271
C -6.434 -4.011 4.844
C -6.309 -2.726 4.042
C -7.502 -1.728 4.154
C -6.930 -0.447 3.473
C -8.735 -2.236 3.397
N -7.724 -1.404 5.599
O -8.596 -0.346 5.791
H -9.101 -4.157 7.393
H -9.754 -2.593 6.934
H -9.392 -3.833 5.711
H -6.639 -1.339 8.116
H -8.346 -1.536 8.260
H -7.207 -2.828 8.679
H -5.584 -3.131 6.583
H -6.686 -4.465 6.879
H -5.557 -4.614 4.608
H -7.228 -4.668 4.487
H -6.128 -2.907 2.983
H -5.356 -2.269 4.308
H -7.558 0.444 3.486
H -6.656 -0.695 2.448
H -6.003 -0.035 3.872
H -8.770 -2.155 2.311
H -9.430 -1.428 3.625
H -9.076 -3.217 3.729
H -8.036 0.283 6.252
C -4.739 -5.696 -7.241
C -5.851 -4.960 -8.020
C -7.196 -5.620 -7.879
C -6.117 -3.563 -7.445
C -5.031 -2.505 -7.908
C -5.119 -2.411 -9.464
C -4.668 -3.781 -10.058
C -4.981 -3.760 -11.539
C -3.087 -4.002 -9.814
N -5.516 -4.879 -9.468
O -5.356 -6.176 -10.108
H -5.089 -6.202 -6.341
H -4.239 -6.467 -7.827
H -3.901 -5.059 -6.960
H -8.041 -5.004 -8.188
H -7.334 -6.604 -8.327
H -7.502 -5.976 -6.895
H -7.135 -3.236 -7.660
H -5.752 -3.448 -6.425
H -5.336 -1.581 -7.418
H -3.995 -2.756 -7.679
H -4.447 -1.658 -9.876
H -6.173 -2.229 -9.672
H -6.030 -3.714 -11.832
H -4.646 -4.741 -11.878
H -4.452 -2.965 -12.065
H -2.566 -3.952 -8.858
H -2.541 -3.353 -10.499
H -2.845 -5.010 -10.151
H -4.548 -6.589 -9.794
C -1.825 3.575 7.052
C -2.780 2.643 7.848
C -2.281 1.194 7.894
O -3.244 3.045 9.091
H -1.790 3.306 5.996
H -0.782 3.603 7.370
H -2.160 4.608 6.955
H -3.713 2.669 7.284
H -1.401 1.006 8.510
H -1.938 1.004 6.877
H -2.920 0.346 8.139
H -2.469 2.962 9.652
C 3.939 -5.421 -3.724
C 3.245 -5.643 -5.081
C 2.132 -6.636 -4.991
O 2.678 -4.375 -5.475
H 4.650 -6.220 -3.515
H 3.116 -5.490 -3.013
H 4.406 -4.451 -3.556
H 4.014 -5.784 -5.840
H 1.263 -6.138 -4.561
H 2.403 -7.471 -4.344
H 1.861 -6.911 -6.010
H 2.131 -4.508 -6.253
C 10.945 -1.629 2.384
C 10.221 -1.666 1.077
C 10.033 -0.337 0.359
O 10.998 -2.434 0.191
H 11.931 -1.192 2.225
H 11.112 -2.611 2.826
H 10.434 -1.031 3.138
H 9.203 -2.055 1.104
H 9.535 0.411 0.975
H 9.634 -0.419 -0.652
H 10.958 0.159 0.067
H 10.873 -3.334 0.499
C 3.431 7.809 1.920
C 2.238 7.715 2.880
C 2.636 7.031 4.175
O 1.740 8.973 3.263
H 4.047 8.643 2.256
H 3.128 8.015 0.893
H 3.927 6.843 1.835
H 1.494 7.072 2.409
H 3.248 7.663 4.818
H 3.190 6.097 4.074
H 1.805 6.826 4.849
H 1.226 8.981 4.074
*
```

Computed properties:
HOMO energy   -7.73 eV
Energy relative to the best compared isomer or geometry (same formula, charge and spin)   138.49 kcal/mol
Gap between HOMO and LUMO   7.748 eV
Maximum force   3.9 eV/Å
LUMO level   0.021 eV
Calculated total energy   -87035.226 eV
SMILES   CC1(C)CCCC(C)(C)N1O.CC1(C)CCCC(C)(C)N1O.CC1(C)CCCC(C)(C)N1O.CC1(C)CCCC(C)(C)N1O.CC1(C)CCCC(C)(C)N1O.CC(C)O.CC(C)O.CC(C)O.CC(C)O